(1)
C23H15BF9FeN6SSe3 | ωB97M-V/def2-TZVPD

The geometry in XYZ format:
```
59
Properties=species:S:1:pos:R:3
Fe 0.33822 0.15412 0.06398
N 4.67451 1.67987 0.77363
C 3.47848 1.30966 0.23956
S 3.18271 -0.36010 0.07708
N 2.70389 2.28111 -0.18729
N 1.55311 1.89777 -0.75529
C 0.91839 2.72008 -1.51811
C -0.29356 2.28117 -2.15473
C -1.06123 3.16362 -2.92069
C -2.25194 2.71631 -3.45558
C -2.62934 1.40029 -3.22780
C -1.79327 0.58208 -2.48106
N -0.64984 0.99658 -1.96187
H 5.18440 0.96501 1.26050
H 4.76521 2.63706 1.07000
H 1.27988 3.73059 -1.69864
H -0.73296 4.18530 -3.04004
H -2.89333 3.38154 -4.01861
H -3.56768 1.02323 -3.60197
H -2.06750 -0.44383 -2.27684
Se 2.14162 -1.44760 3.14332
Se -0.00262 -2.03455 2.58966
C 0.33553 -2.95312 0.91809
C 0.26361 -4.33703 0.86159
C 0.43456 -4.94174 -0.37068
C 0.70600 -4.14682 -1.47539
C 0.75642 -2.77443 -1.31222
N 0.55435 -2.18719 -0.13819
C 1.97705 0.46958 3.05515
C 2.79173 1.27061 3.84771
C 2.52789 2.62860 3.87908
C 1.47149 3.12625 3.12894
C 0.74569 2.25079 2.34238
N 1.00455 0.94731 2.29470
H 0.06105 -4.90453 1.75596
H 0.34948 -6.01419 -0.46815
H 0.85361 -4.58244 -2.45103
H 0.94681 -2.09952 -2.13487
H 3.58253 0.81543 4.43112
H 3.12333 3.29263 4.48966
H 1.20201 4.16808 3.15427
H -0.08244 2.59478 1.74489
F -8.32492 -2.85539 -1.95038
C -7.05663 -2.74600 -1.50380
C -6.78482 -2.73909 -0.13957
F -7.80586 -2.79164 0.73892
C -5.47589 -2.69179 0.30436
F -5.24748 -2.72760 1.62416
C -4.38967 -2.63402 -0.57894
Se -2.62764 -2.62190 -0.02224
C -4.70439 -2.61191 -1.94268
F -3.70109 -2.55164 -2.83784
C -6.00199 -2.66822 -2.40781
F -6.25982 -2.65636 -3.73255
F -1.60648 0.92604 0.74037
B -2.43136 2.14043 0.63672
F -2.87450 2.47639 1.87892
F -3.44021 1.91215 -0.24345
F -1.56718 3.11307 0.16118
```

Its charge is -1. The LUMO energy (spin up / spin down) comes out at 1.94 / 1.94 eV. For the HOMO-LUMO gap (spin up / spin down), the calculation gives 5.789 / 5.790 eV. The relative energy (zero: lowest compared OMol25 entry of this formula, charge and spin) is 2.575 eV.


(2)
C23H15Cl5F6N3OS3Sr | ωB97M-V/def2-TZVPD

The geometry in XYZ format:
```
57
Properties=species:S:1:pos:R:3
Sr -0.30936 -0.08199 -0.07628
C -2.66177 -2.78381 -1.23296
C -1.51994 -3.31140 -0.44001
N -0.53292 -2.62189 0.03782
C 0.41473 -3.40036 0.66633
C 0.12662 -4.72892 0.67647
S -1.36322 -5.02052 -0.11688
C 1.62156 -2.78428 1.21322
C 2.50349 -3.37346 2.06494
S 3.80831 -2.31334 2.39152
C 3.06746 -1.11262 1.36018
N 1.96112 -1.50663 0.84050
C 3.70237 0.21833 1.16053
H -2.72677 -1.70488 -1.10110
H -3.59854 -3.24526 -0.92390
H -2.50408 -2.99716 -2.29282
H 0.69896 -5.54433 1.08666
H 2.46294 -4.35195 2.51471
H 4.78726 0.12469 1.11759
H 3.44699 0.88155 1.99067
H 3.33077 0.66851 0.24196
S 0.09605 -0.03543 2.82554
C 0.76322 1.45759 2.33767
C 1.33190 2.34623 3.28737
C 1.86026 3.54400 2.87890
C 1.82206 3.88421 1.52111
C 1.25700 2.97958 0.65190
N 0.75540 1.79594 1.02514
H 1.32808 2.04467 4.32528
H 2.30243 4.22183 3.60019
H 2.21122 4.82788 1.16478
H 1.19813 3.19872 -0.41064
Cl -0.48354 2.05546 -2.64135
C 0.75869 0.94483 -3.13381
C 0.94619 -0.19444 -2.35399
C 1.91047 -1.06189 -2.86900
Cl 2.10914 -2.64563 -2.17248
C 2.69065 -0.79373 -3.99772
Cl 3.91066 -1.89517 -4.53736
C 2.47281 0.37893 -4.71207
Cl 3.39924 0.72936 -6.12440
C 1.47417 1.24750 -4.28949
Cl 1.14411 2.67714 -5.20715
C -3.22455 1.07850 1.91478
C -3.32749 0.98302 0.38223
O -2.33922 0.29433 -0.22138
C -3.36652 2.43390 -0.16995
F -2.17962 3.03611 0.05414
F -3.58731 2.48050 -1.49712
F -4.31030 3.21486 0.41367
C -4.69210 0.30688 0.05691
F -4.74031 -0.91338 0.64774
F -4.86954 0.10118 -1.26224
F -5.77896 0.98437 0.49781
H -2.34950 1.66778 2.18254
H -3.09191 0.07594 2.31326
H -4.11699 1.53813 2.34005
```

Its charge is -1. The LUMO energy comes out at 2.13 eV. For the HOMO-LUMO gap, the calculation gives 6.842 eV. The relative energy (zero: lowest compared OMol25 entry of this formula, charge and spin) is 0.846 eV.


(3)
C23H15Cl5N3Re | ωB97M-V/def2-TZVPD

The geometry in XYZ format:
```
47
Properties=species:S:1:pos:R:3
Re 0.13561 -0.00161 -0.57949
C -3.14837 0.09045 -2.05117
C -2.72637 -1.18924 -1.41071
C -3.63550 -2.24251 -1.50837
C -3.38331 -3.46018 -0.93074
C -2.19480 -3.61501 -0.22859
C -1.30576 -2.57229 -0.17000
N -1.53376 -1.34544 -0.76532
C -0.02110 -2.71909 0.53527
C 0.43967 -3.88321 1.12373
C 1.70969 -3.89417 1.68099
C 2.51364 -2.76668 1.60203
C 2.00788 -1.62694 1.00314
N 0.74484 -1.60989 0.53240
C 2.76101 -0.38308 0.76745
C 4.05234 -0.25257 1.21130
C 4.75084 0.91803 0.94377
C 4.09561 1.91918 0.27404
C 2.77276 1.77137 -0.14228
C 2.17146 2.95516 -0.82279
N 2.09302 0.60696 0.07117
H -4.23088 0.17606 -1.97688
H -2.89620 0.08734 -3.11406
H -2.72232 0.96606 -1.58442
H -4.56050 -2.06765 -2.04051
H -4.09254 -4.27361 -1.00495
H -1.97757 -4.55197 0.25950
H -0.16302 -4.77770 1.14133
H 2.08656 -4.79423 2.14833
H 3.51964 -2.79532 1.99045
H 4.52986 -1.04943 1.75925
H 5.77565 1.03790 1.26891
H 4.59072 2.85848 0.06942
H 2.61989 3.85709 -0.41088
H 1.10326 3.03288 -0.68343
H 2.39839 2.93894 -1.89114
Cl -1.09898 0.88006 2.68834
C -1.35021 1.91368 1.37427
C -0.84534 1.53150 0.09357
C -1.06874 2.41640 -0.99679
Cl -0.33170 1.65044 -2.39613
C -1.72118 3.60352 -0.94799
Cl -1.93886 4.58840 -2.30155
C -2.22010 3.96022 0.36768
Cl -3.03218 5.39515 0.52963
C -2.03044 3.11542 1.51026
Cl -2.64260 3.60114 3.01194
```

Its charge is +3. The LUMO energy (spin up / spin down) comes out at -12.55 / -11.65 eV. For the HOMO-LUMO gap (spin up / spin down), the calculation gives 5.362 / 6.249 eV. As for the multiplicity: 2. The expectation value of S² is 1.046.


(4)
C23H15CuF6N4O6PS2 | ωB97M-V/def2-TZVPD

The geometry in XYZ format:
```
58
Properties=species:S:1:pos:R:3
Cu -0.29566 0.39832 0.15997
F 4.18251 1.49733 -1.06668
C 4.00002 1.13645 0.19765
F 5.02569 0.37088 0.56814
F 3.98626 2.21998 0.95950
S 2.40421 0.16660 0.36095
O 1.73465 0.35938 -0.90558
O 2.79475 -1.16654 0.71381
N 1.55335 0.93857 1.46007
S 1.18351 0.23767 2.85034
O 2.28806 -0.05341 3.71363
O 0.15711 -0.75348 2.66460
C 0.32385 1.67917 3.61550
F -0.68552 2.09969 2.86133
F -0.16368 1.28229 4.79836
F 1.16292 2.69031 3.82341
O -0.39540 2.43329 -0.55306
N 0.68050 3.10119 -0.58615
C 0.68608 4.15318 -1.39018
C 1.86238 4.95006 -1.45081
N 2.79968 5.61624 -1.52449
C -0.43891 4.49523 -2.20261
N -1.34159 4.77379 -2.86211
O -2.45050 0.50445 0.20987
P -3.03043 -0.47816 -0.76078
C -4.82758 -0.52073 -0.62447
C -5.42673 0.37210 0.25636
C -6.81028 0.40353 0.37432
C -7.59068 -0.45587 -0.38281
C -6.99363 -1.35130 -1.26308
C -5.61489 -1.38225 -1.38600
C -2.63174 -0.10206 -2.46839
C -2.69048 -1.08333 -3.45866
C -2.42500 -0.74782 -4.77533
C -2.09722 0.56389 -5.10126
C -2.02271 1.53560 -4.11608
C -2.28799 1.20675 -2.79241
C -2.40206 -2.13461 -0.44693
C -1.07146 -2.38622 -0.78843
C -0.44207 -3.53763 -0.34578
C -1.14646 -4.45383 0.42377
C -2.47353 -4.21873 0.75258
C -3.09961 -3.05501 0.32888
H -4.79822 1.03325 0.83965
H -7.27672 1.10116 1.05754
H -8.66919 -0.42904 -0.29141
H -7.60445 -2.02128 -1.85426
H -5.15157 -2.07726 -2.07601
H -2.91758 -2.11092 -3.19952
H -2.45947 -1.50893 -5.54436
H -1.88281 0.82357 -6.13048
H -1.74623 2.55414 -4.35424
H -2.18531 1.95555 -2.01388
H -0.52006 -1.67795 -1.40306
H 0.59905 -3.70574 -0.58619
H -0.65338 -5.34962 0.77874
H -3.01656 -4.93096 1.36040
H -4.12555 -2.85747 0.61368
```

Its charge is -1. The LUMO energy comes out at 2.17 eV. For the HOMO-LUMO gap, the calculation gives 7.544 eV. The relative energy (zero: lowest compared OMol25 entry of this formula, charge and spin) is 0.911 eV.


Question: What is the formula in the second record?
Answer: C23H15Cl5F6N3OS3Sr